This record from the Open Molecules 2025 dataset describes a single C15H29N3O2S molecule. The level of theory is ωB97M-V with the def2-TZVPD basis set.

## Properties
Gap between HOMO and LUMO (hartree): 0.3088
Relative energy (zero: lowest compared OMol25 entry of this formula, charge and spin) (kJ/mol): 6.3
HOMO (eV): -8.0
SMILES: C=CCNC(=S)NNC(=O)[C@@H](CCC(C)C)CC(C)(C)O

Structure (XYZ):
```
50
Properties=species:S:1:pos:R:3:nbo_charge:R:1
C 2.342 2.011 -4.083 -0.4428
C 2.280 0.756 -4.490 -0.1564
C 1.143 -0.184 -4.236 -0.2761
N 0.213 0.311 -3.258 -0.6133
C -1.107 0.360 -3.449 0.2991
S -1.868 -0.075 -4.848 -0.2774
N -1.877 0.896 -2.447 -0.4491
N -1.394 1.130 -1.164 -0.4716
C -0.900 0.129 -0.375 0.6877
O -0.959 -1.031 -0.706 -0.6122
C -0.311 0.614 0.942 -0.2990
C -1.263 0.252 2.095 -0.3675
C -1.423 -1.249 2.326 -0.4139
C -2.480 -1.584 3.385 -0.2081
C -3.895 -1.317 2.877 -0.6063
C -2.350 -3.051 3.793 -0.5978
C 1.081 -0.006 1.102 -0.4134
C 2.178 0.775 0.354 0.2614
C 3.358 -0.153 0.051 -0.6297
C 2.657 1.971 1.187 -0.6309
O 1.620 1.251 -0.871 -0.7616
H 3.187 2.639 -4.309 0.2036
H 1.536 2.471 -3.536 0.1960
H 3.089 0.324 -5.063 0.2036
H 1.541 -1.157 -3.915 0.2042
H 0.582 -0.347 -5.165 0.2646
H 0.593 0.529 -2.343 0.4327
H -2.863 0.671 -2.520 0.4094
H -1.184 2.096 -0.949 0.3948
H -0.223 1.704 0.913 0.2070
H -2.236 0.695 1.875 0.2036
H -0.886 0.718 3.009 0.2018
H -0.466 -1.661 2.650 0.1974
H -1.691 -1.736 1.388 0.2285
H -2.301 -0.960 4.269 0.1857
H -4.047 -0.263 2.656 0.2019
H -4.627 -1.610 3.627 0.2083
H -4.083 -1.890 1.972 0.2055
H -3.094 -3.308 4.544 0.2054
H -1.364 -3.252 4.206 0.2039
H -2.498 -3.694 2.929 0.2043
H 1.351 -0.047 2.157 0.2141
H 1.036 -1.026 0.716 0.2370
H 3.731 -0.601 0.967 0.2179
H 3.039 -0.947 -0.621 0.2210
H 4.169 0.399 -0.422 0.2049
H 1.821 2.619 1.441 0.2110
H 3.385 2.555 0.626 0.2071
H 3.124 1.627 2.105 0.2151
H 2.332 1.646 -1.391 0.4885
```

***

This record from the Open Molecules 2025 dataset describes C15H29N6O2V as an isolated structure. The level of theory is ωB97M-V with the def2-TZVPD basis set.

## Properties
Gap between HOMO and LUMO (spin up / spin down) (hartree): 0.2685 / 0.3417
Relative energy (zero: lowest compared OMol25 entry of this formula, charge and spin) (kJ/mol): 0.0
Multiplicity: 4
HOMO (spin up / spin down) (eV): -9.7 / -11.7
<S²>: 3.7615
Net charge: +1

Structure (XYZ):
```
53
Properties=species:S:1:pos:R:3:lowdin_spin:R:1
V -2.052 -0.136 0.027 2.7431
N -0.739 -0.046 1.658 0.0193
C -0.919 1.247 2.354 0.0068
C -0.440 1.293 3.800 0.0001
C 1.079 1.131 3.927 -0.0001
C 1.903 2.379 3.576 0.0000
N 1.579 2.973 2.270 0.0000
C 1.679 2.322 1.114 0.0001
N 1.083 2.779 0.014 0.0015
N 2.320 1.154 1.066 0.0006
C -2.334 1.823 2.111 0.0071
O -2.773 2.639 2.895 0.0040
O -2.863 1.423 1.004 0.0262
H -0.854 -0.836 2.289 0.0054
H 0.181 -0.114 1.234 0.0046
H -0.326 1.949 1.784 0.0005
H -0.946 0.520 4.384 0.0001
H -0.769 2.248 4.213 0.0001
H 1.401 0.294 3.300 0.0000
H 1.353 0.856 4.947 0.0000
H 2.972 2.156 3.619 0.0000
H 1.725 3.166 4.307 0.0000
H 1.009 3.805 2.275 0.0000
H 0.455 3.564 0.062 0.0000
H 0.999 2.182 -0.799 0.0015
H 2.893 0.859 1.836 0.0000
H 2.428 0.678 0.184 0.0005
C 1.899 2.158 -3.275 0.0038
C 1.201 0.793 -3.349 0.0106
C 2.264 -0.306 -3.473 0.0035
C 0.298 0.774 -4.590 0.0030
C 0.362 0.548 -2.154 0.0626
C -0.505 0.284 -1.330 0.0007
H 2.470 2.348 -4.185 0.0005
H 2.611 2.184 -2.447 0.0002
H 1.172 2.964 -3.153 0.0002
H 2.866 -0.154 -4.371 0.0005
H 1.794 -1.287 -3.532 0.0001
H 2.929 -0.304 -2.606 0.0003
H 0.890 0.941 -5.492 0.0005
H -0.464 1.552 -4.524 0.0001
H -0.206 -0.188 -4.678 0.0000
C -1.547 -5.630 -0.409 0.0025
N -2.674 -4.698 -0.377 0.0151
C -3.974 -5.158 -0.870 0.0028
C -2.450 -3.414 -0.275 0.0400
N -2.272 -2.274 -0.186 0.0298
H -1.861 -6.566 0.048 0.0002
H -0.718 -5.221 0.162 0.0002
H -1.221 -5.821 -1.433 0.0004
H -4.203 -6.112 -0.401 0.0003
H -3.962 -5.281 -1.955 0.0004
H -4.742 -4.439 -0.597 0.0001
```

***

This record from the Open Molecules 2025 dataset describes C15H29NO5RuSSi2 as an isolated structure. The level of theory is ωB97M-V with the def2-TZVPD basis set.

## Properties
Gap between HOMO and LUMO (spin up / spin down) (hartree): 0.2781 / 0.2691
Relative energy (zero: lowest compared OMol25 entry of this formula, charge and spin) (kJ/mol): 49.2
Multiplicity: 2
HOMO (spin up / spin down) (eV): -4.8 / -4.7
<S²>: 0.7553
Net charge: -1

Structure (XYZ):
```
54
Properties=species:S:1:pos:R:3:lowdin_spin:R:1
Ru -1.250 -0.417 -0.204 0.8312
C 3.122 0.129 -2.134 0.0009
Si 1.290 0.446 -1.785 0.0048
C 0.946 2.268 -2.008 0.0002
C 0.390 -0.481 -3.156 0.0055
C 0.869 -0.293 -0.102 0.0005
C 0.965 -1.778 -0.137 0.0096
C 2.061 -2.621 0.006 -0.0016
C 1.857 -3.993 -0.045 0.0083
C 0.578 -4.496 -0.224 -0.0010
C -0.479 -3.607 -0.350 0.0080
N -0.276 -2.295 -0.320 0.0026
Si 1.452 0.531 1.460 0.0012
C 1.547 2.398 1.382 0.0002
C 0.396 0.003 2.918 -0.0003
C 3.216 -0.008 1.912 -0.0001
H 3.365 0.403 -3.165 0.0002
H 3.359 -0.930 -2.006 0.0000
H 3.776 0.701 -1.470 0.0000
H 1.315 2.567 -2.994 0.0000
H 1.427 2.895 -1.261 0.0000
H -0.129 2.451 -1.956 0.0001
H 0.682 -0.069 -4.127 0.0007
H -0.697 -0.421 -3.068 0.0015
H 0.668 -1.539 -3.148 0.0000
H 3.045 -2.198 0.152 -0.0003
H 2.698 -4.669 0.059 0.0005
H 0.390 -5.560 -0.260 -0.0002
H -1.511 -3.914 -0.469 0.0003
H 0.604 2.845 1.068 0.0000
H 2.341 2.727 0.707 0.0000
H 1.800 2.760 2.384 0.0001
H -0.667 0.158 2.729 -0.0004
H 0.682 0.558 3.817 0.0001
H 0.546 -1.061 3.121 0.0000
H 3.906 0.123 1.073 0.0000
H 3.263 -1.053 2.227 0.0000
H 3.584 0.602 2.742 0.0000
O -5.014 -1.197 0.098 -0.0018
S -3.640 -1.561 -0.118 0.0023
O -3.002 -0.696 -1.221 0.0340
O -2.747 -1.072 1.034 -0.0174
O -3.409 -2.966 -0.387 0.0019
C -3.596 2.325 -0.493 0.0042
C -2.456 2.326 0.520 0.0061
C -2.961 2.024 1.927 0.0017
O -1.398 1.480 0.147 0.0966
H -4.381 3.016 -0.175 0.0009
H -4.022 1.328 -0.592 0.0001
H -3.230 2.640 -1.473 0.0000
H -2.028 3.343 0.532 -0.0007
H -3.411 1.031 1.961 0.0000
H -3.705 2.765 2.234 -0.0001
H -2.131 2.054 2.637 -0.0001
```

***

This record from the Open Molecules 2025 dataset describes C15H30BBeBrClF9Li2MgO7P as an isolated structure in a non-equilibrium geometry. The level of theory is ωB97M-V with the def2-TZVPD basis set.

## Properties
Gap between HOMO and LUMO (hartree): 0.0349
HOMO (eV): -8.3
Net charge: +1

Structure (XYZ):
```
69
Properties=species:S:1:pos:R:3:nbo_charge:R:1
B -7.096 4.184 -0.386 0.3552
C -5.656 4.345 0.412 -0.7694
C -5.429 2.941 1.202 -0.4503
C -4.087 2.884 2.096 -0.4287
C -2.853 2.072 1.424 -0.4335
C -3.289 0.605 0.905 -0.3783
C -3.186 0.368 -0.690 -0.4223
C -3.630 1.614 -1.618 -0.4265
C -2.910 1.387 -3.071 -0.4329
C -1.492 2.136 -3.220 -0.0799
O -0.336 1.242 -2.997 -0.6374
C 0.860 2.109 -3.150 -0.3472
H -7.181 3.685 -1.480 -0.1425
H -8.068 4.524 0.177 -0.0509
H -5.797 5.227 1.138 0.2671
H -4.791 4.484 -0.342 0.2380
H -6.329 2.810 1.954 0.1670
H -5.543 2.099 0.428 0.2152
H -3.694 3.946 2.368 0.2512
H -4.316 2.357 3.107 0.2317
H -2.257 2.697 0.643 0.2233
H -2.094 1.894 2.294 0.2280
H -4.354 0.382 1.324 0.2469
H -2.570 -0.179 1.403 0.0699
H -3.928 -0.500 -0.937 0.2427
H -2.139 -0.045 -1.011 0.1563
H -3.300 2.650 -1.251 0.2154
H -4.768 1.606 -1.825 0.2215
H -2.783 0.251 -3.278 0.2319
H -3.602 1.795 -3.900 0.2316
H -1.390 2.475 -4.333 0.2038
H -1.378 3.092 -2.587 0.1873
H 1.259 2.454 -2.125 0.1974
H 0.643 3.054 -3.770 0.2149
H 1.706 1.491 -3.661 0.2670
Li 0.985 -0.134 -1.923 0.8952
Br 3.590 -0.729 -2.846 -0.8617
Be -6.938 1.140 1.890 0.0888
C 4.484 -2.681 2.937 -0.1402
C 5.392 -3.921 2.805 0.6039
C 6.865 -3.704 3.151 0.5143
F 7.454 -2.789 2.358 -0.3063
F 7.564 -4.859 2.987 -0.3306
F 5.250 -4.444 1.554 -0.3584
F 4.899 -4.867 3.661 -0.3238
O 4.204 -1.958 1.734 -0.5142
C 5.167 -0.997 1.328 0.8485
C 5.840 -1.361 0.001 0.4750
F 6.461 -2.569 0.068 -0.3554
F 6.793 -0.455 -0.327 -0.3114
F 6.045 -0.794 2.330 -0.3144
F 4.487 0.163 1.188 -0.2813
H 3.506 -3.055 3.256 0.2169
H 4.801 -2.016 3.746 0.2245
H 6.983 -3.390 4.191 0.1549
H 5.108 -1.403 -0.806 0.1988
Cl -9.464 5.943 0.404 -0.7127
F 5.010 2.177 2.217 -0.6129
O 5.144 -5.737 -0.986 -0.7263
H 4.790 -6.618 -0.733 0.5745
H 5.928 -5.819 -1.579 0.5550
H 5.350 -5.188 -0.191 0.5876
O 1.638 -3.931 -2.737 -0.7169
P 2.054 -4.361 -1.325 2.4061
O 0.943 -5.213 -0.698 -0.8136
O 2.281 -3.116 -0.463 -0.8839
O 3.354 -5.172 -1.393 -1.0151
Mg -9.235 4.880 -1.987 1.3846
Li -0.956 -1.162 0.946 0.9869
```